[1]
Computed, not measured: a structure of composition C30H22N5NiO5S2, with the ωB97M-V functional and the def2-TZVPD basis.

Geometry (Å):
Ni -1.068 0.961 -0.619
N 1.606 0.179 -3.840
C 0.623 0.336 -2.919
S 0.899 1.465 -1.631
N -0.470 -0.383 -3.134
N -1.410 -0.170 -2.205
C -2.574 -0.718 -2.290
C -2.974 -1.645 -3.376
C -2.279 -2.838 -3.555
C -2.652 -3.721 -4.557
C -3.716 -3.415 -5.394
C -4.409 -2.225 -5.225
C -4.042 -1.345 -4.217
C -3.495 -0.364 -1.193
C -4.737 -0.964 -1.024
C -5.533 -0.580 0.043
C -5.077 0.395 0.912
C -3.824 0.943 0.687
N -3.051 0.579 -0.332
H 2.523 0.505 -3.595
H 1.519 -0.606 -4.465
H -1.447 -3.065 -2.901
H -2.111 -4.650 -4.684
H -4.006 -4.105 -6.177
H -5.236 -1.982 -5.880
H -4.578 -0.413 -4.082
H -5.059 -1.734 -1.711
H -6.498 -1.045 0.197
H -5.665 0.720 1.759
H -3.425 1.703 1.346
O -1.909 1.578 3.510
C -1.323 0.955 2.670
O -0.810 1.808 1.491
C -1.083 -0.414 2.455
C -1.688 -1.330 3.369
C -1.577 -2.675 3.196
C -0.842 -3.183 2.098
C -0.214 -2.292 1.204
C -0.320 -0.941 1.379
N -0.741 -4.566 1.902
O -1.301 -5.327 2.710
O -0.090 -4.990 0.933
H -2.255 -0.926 4.197
H -2.043 -3.371 3.877
H 0.357 -2.693 0.379
H 0.182 -0.295 0.670
C 7.394 1.737 2.716
C 8.146 2.996 2.368
O 9.321 3.139 2.585
S 7.269 4.376 1.647
C 5.555 3.898 1.676
C 4.775 4.144 2.801
C 3.445 3.765 2.819
C 2.866 3.138 1.709
C 3.654 2.922 0.573
C 4.986 3.303 0.556
C 1.503 2.716 1.716
C 0.392 2.271 1.631
H 8.094 0.906 2.646
H 6.526 1.567 2.085
H 7.051 1.809 3.750
H 5.217 4.630 3.661
H 2.835 3.945 3.694
H 3.201 2.458 -0.294
H 5.594 3.127 -0.322

Values from the calculation:
HOMO energy (alpha / beta)   -3.217 / -4.824 eV
Multiplicity   3
Net charge   -1
Energy above the lowest of the compared OMol25 structures with the same formula, charge and spin   0.0 kcal/mol
HOMO-LUMO gap (alpha / beta)   5.13 / 6.75 eV

Results of the Mulliken charge analysis, in e, for atoms 1 through 4: Ni -0.3881; N -0.4144; C 0.2940; S -0.4898

---

[2]
Computed, not measured: the molecule C15H18N4O4 in a non-equilibrium geometry, with the ωB97M-V functional and the def2-TZVPD basis.

Geometry (Å):
C 0.260 -1.523 0.739
C -1.311 -1.318 0.513
C 1.125 -1.802 -0.477
C 2.560 -1.294 -0.431
C 3.719 -2.066 -0.584
C 2.974 0.086 -0.327
C 4.386 0.055 -0.109
C 2.310 1.273 -0.364
C 5.117 1.148 -0.022
C 3.104 2.404 -0.102
C 4.522 2.426 -0.038
C -3.340 0.179 -0.028
C -4.365 -0.718 -0.815
C -3.324 1.665 -0.380
C -2.333 2.485 0.377
H 0.168 -3.559 1.133
H -0.492 -2.597 2.651
H 0.417 -0.631 1.352
H 1.062 -2.980 -0.536
H 0.359 -1.508 -1.479
H 3.980 -3.189 -0.991
H 5.749 -1.456 -0.789
H 1.251 1.416 -0.198
H 6.257 0.906 -0.024
H 2.540 3.361 -0.043
H 5.032 3.430 0.155
H -1.309 0.545 -0.428
H -3.743 0.192 1.112
H -2.818 1.872 -1.457
H -4.314 2.041 -0.304
H -3.665 3.925 0.671
H -2.066 4.273 1.304
H -3.414 -2.149 0.186
N 0.385 -2.583 1.787
N 4.763 -1.288 -0.401
N -1.804 -0.220 -0.075
N -2.759 3.376 1.167
O -2.065 -2.145 0.919
O -5.104 -0.225 -1.663
O -1.159 2.176 0.155
O -4.360 -1.917 -0.331

Values from the calculation:
Structure (SMILES)   NC(=O)C[C@H](NC(=O)[C@@H](N)Cc1c[nH]c2ccccc12)C(=O)O
HOMO energy   -7.750 eV
Multiplicity   1
Net charge   0
Energy above the lowest of the compared OMol25 structures with the same formula, charge and spin   157.2 kcal/mol
HOMO-LUMO gap   7.80 eV

Results of the Mulliken charge analysis, in e, for atoms 1 through 4: C 0.2636; C 0.3535; C -0.6808; C 0.1364

---

[3]
Computed, not measured: a cluster of 12 separate species, C35H60N2O24S3 in total in a non-equilibrium geometry, with the ωB97M-V functional and the def2-TZVPD basis.

Geometry (Å):
C 3.528 2.509 -2.457
C 5.006 2.098 -2.421
O 5.214 1.460 -3.685
C 4.012 1.254 -4.302
O 3.916 0.759 -5.380
O 3.014 1.869 -3.619
H 3.386 3.591 -2.545
H 3.095 2.201 -1.507
H 5.146 1.302 -1.686
H 5.718 2.888 -2.194
C -0.016 1.359 -4.593
C 0.925 1.530 -5.798
O 0.028 1.682 -6.901
C -1.227 1.860 -6.460
O -2.192 1.964 -7.138
O -1.300 1.724 -5.107
H 0.162 1.993 -3.728
H 0.034 0.333 -4.221
H 1.482 0.603 -5.918
H 1.681 2.304 -5.700
C 0.092 1.077 -0.655
C -0.410 0.962 0.767
O -0.206 -0.423 1.072
C 0.109 -1.108 -0.051
O 0.328 -2.284 -0.024
O 0.117 -0.299 -1.115
H 1.098 1.470 -0.794
H -0.563 1.638 -1.322
H -1.465 1.210 0.872
H 0.166 1.560 1.469
C 5.377 -1.476 1.646
C 5.107 -2.579 0.608
O 4.086 -2.017 -0.234
C 3.996 -0.690 0.000
O 3.288 0.059 -0.583
O 4.740 -0.321 1.054
H 6.443 -1.275 1.761
H 4.957 -1.664 2.630
H 4.691 -3.432 1.146
H 5.945 -2.901 -0.003
C -0.160 4.939 -1.005
C 1.171 5.653 -0.878
O 1.494 5.941 -2.256
C 0.879 5.019 -3.025
O 1.041 4.842 -4.185
O 0.071 4.241 -2.258
H -0.961 5.661 -1.179
H -0.368 4.237 -0.208
H 1.870 4.957 -0.404
H 1.185 6.586 -0.323
C -3.722 -4.498 -0.727
C -2.251 -4.662 -1.037
O -2.309 -5.556 -2.162
C -3.513 -5.433 -2.761
O -3.798 -5.935 -3.789
O -4.311 -4.624 -2.031
H -3.990 -3.541 -0.282
H -4.095 -5.275 -0.055
H -1.766 -5.118 -0.187
H -1.729 -3.724 -1.242
C -4.917 -0.956 -3.846
C -3.705 -0.363 -4.600
O -2.886 0.107 -3.525
C -3.362 -0.256 -2.329
O -2.827 0.015 -1.298
O -4.588 -0.794 -2.454
H -5.135 -1.998 -4.046
H -5.825 -0.393 -4.069
H -4.008 0.466 -5.228
H -3.184 -1.151 -5.139
C 4.765 5.459 2.179
C 5.456 4.377 1.385
C 4.875 2.973 1.539
C 3.449 2.890 1.274
N 2.328 2.877 1.076
H 5.251 6.435 2.122
H 4.751 5.274 3.260
H 3.723 5.602 1.881
H 6.515 4.353 1.657
H 5.503 4.678 0.333
H 5.091 2.574 2.536
H 5.445 2.282 0.910
C -6.464 -2.300 1.822
C -6.662 -1.120 0.891
C -6.174 0.205 1.505
C -4.784 0.158 1.936
N -3.699 0.157 2.294
H -6.592 -3.243 1.286
H -7.167 -2.351 2.657
H -5.467 -2.254 2.260
H -7.705 -1.078 0.575
H -6.086 -1.212 -0.025
H -6.838 0.597 2.275
H -6.222 0.951 0.703
C -2.754 -5.098 4.445
S -1.719 -4.556 3.081
O -2.151 -5.401 1.925
C -2.392 -2.913 2.798
H -2.594 -4.452 5.309
H -2.489 -6.131 4.647
H -3.805 -5.034 4.160
H -1.639 -2.379 2.218
H -2.459 -2.397 3.760
H -3.353 -2.920 2.298
C 1.818 -4.375 1.775
S 2.313 -3.677 3.366
O 3.799 -3.548 3.380
C 1.591 -2.056 3.129
H 0.751 -4.432 1.587
H 2.196 -5.402 1.781
H 2.325 -3.864 0.957
H 1.785 -1.463 4.023
H 0.524 -2.222 2.978
H 1.941 -1.534 2.238
C -1.140 0.531 4.700
S 0.093 1.551 5.495
O 1.173 0.614 5.884
C 0.706 2.547 4.131
H -1.963 1.151 4.341
H -1.443 -0.197 5.449
H -0.802 -0.049 3.835
H -0.102 3.018 3.575
H 1.330 1.913 3.500
H 1.355 3.314 4.552

Values from the calculation:
HOMO energy   -8.967 eV
Multiplicity   1
Net charge   0
Energy above the lowest of the compared OMol25 structures with the same formula, charge and spin   0.0 kcal/mol
HOMO-LUMO gap   9.02 eV

Results of the Mulliken charge analysis, in e, for atoms 1 through 4: C 0.6158; C 0.2433; O -0.4493; C 0.4762

---

Calculated values (u) of M for the records, taken in order: 655.4 318.3 989.1.